Computed, not measured: a molecular structure, C44H55BrClGeN4O5SeV in a non-equilibrium geometry, with the ωB97M-V functional and the def2-TZVPD basis.

Values from the calculation:
* charge: -1
* E_HOMO (alpha / beta): -3.2801 / -3.2048 eV
* M: 1037.8 g/mol
* Kohn-Sham gap (alpha / beta): 0.20467 / 0.20190 Ha
* energy above the lowest of the compared OMol25 structures with the same formula, charge and spin: 0.591 eV
* electronic energy: -10761.5172 Ha
* expectation value of S²: 0.797
* multiplicity: 2

Structure (XYZ):
```
113
Properties=species:S:1:pos:R:3:mulliken_charge:R:1
V 0.890 0.246 -1.000 -0.43
O 3.936 4.452 -2.408 -0.73
C 3.533 4.739 -1.141 0.41
C 4.113 5.845 -0.525 -0.66
C 3.720 6.222 0.750 -0.36
C 2.738 5.500 1.423 -0.92
C 2.176 4.386 0.812 -0.61
C 2.570 3.985 -0.461 0.39
C 1.894 2.780 -1.085 0.34
O 1.331 1.913 -0.161 -0.32
N 2.836 2.052 -1.948 -0.77
N 2.203 0.807 -2.234 0.20
C 2.903 -0.019 -3.065 -0.89
C 2.379 -1.265 -3.461 0.65
Br 0.497 -1.465 -2.968 -0.38
C 2.933 -2.398 -3.972 -1.16
C 4.341 -2.606 -4.299 0.90
C 4.883 -3.898 -4.179 -0.70
C 6.226 -4.148 -4.414 -0.46
C 7.083 -3.117 -4.794 -0.48
C 6.561 -1.841 -4.955 -0.62
C 5.211 -1.589 -4.723 -0.26
H 3.529 3.598 -2.677 0.51
H 4.869 6.399 -1.071 0.41
H 4.182 7.086 1.216 0.35
H 2.408 5.803 2.410 0.40
H 1.419 3.794 1.317 0.38
H 1.139 3.158 -1.775 0.21
H 3.679 1.853 -1.415 0.34
H 3.903 0.260 -3.351 0.34
H 2.292 -3.271 -4.037 0.30
H 4.230 -4.710 -3.872 0.32
H 6.613 -5.156 -4.292 0.36
H 8.137 -3.310 -4.969 0.37
H 7.209 -1.029 -5.272 0.38
H 4.815 -0.599 -4.918 0.53
C -4.650 -4.003 0.303 -1.12
C -5.361 -2.826 0.971 -0.34
C -4.555 -2.220 2.119 -0.69
C -3.361 -1.371 1.679 -0.28
N -3.754 -0.144 0.984 1.05
C -3.495 0.157 -0.325 -0.82
Se -2.952 -1.018 -1.616 -0.16
N -3.785 1.484 -0.482 1.46
C -3.554 2.278 -1.683 -1.40
C -4.853 2.702 -2.369 -0.73
C -5.678 1.538 -2.919 -0.01
C -5.134 0.998 -4.241 -1.23
C -4.219 2.023 0.726 0.33
C -4.611 3.302 1.076 -1.14
C -4.996 3.515 2.397 -0.90
C -4.973 2.477 3.329 -1.00
C -4.562 1.198 2.971 -0.68
C -4.195 0.994 1.653 1.30
H -5.292 -4.464 -0.454 0.37
H -4.388 -4.770 1.043 0.32
H -3.738 -3.675 -0.201 0.18
H -6.327 -3.161 1.358 0.41
H -5.563 -2.052 0.223 0.09
H -4.170 -3.022 2.758 0.37
H -5.210 -1.597 2.736 0.26
H -2.701 -1.922 1.013 0.53
H -2.784 -1.072 2.554 -1.04
H -2.937 1.680 -2.346 0.45
H -2.983 3.158 -1.385 0.43
H -4.596 3.384 -3.186 0.50
H -5.455 3.266 -1.650 0.33
H -6.709 1.874 -3.061 0.38
H -5.702 0.729 -2.183 -0.03
H -5.093 1.789 -4.999 0.36
H -5.771 0.195 -4.622 0.35
H -4.132 0.582 -4.110 0.23
H -4.602 4.114 0.358 0.41
H -5.309 4.505 2.706 0.38
H -5.269 2.674 4.353 0.41
H -4.519 0.397 3.700 0.33
C 0.273 -3.736 2.577 -1.31
C -0.636 -2.938 3.479 1.47
C -1.565 -3.547 4.310 -0.76
C -2.426 -2.785 5.089 -0.15
Cl -3.583 -3.581 6.131 -0.27
C -2.385 -1.408 5.034 -0.30
C -1.450 -0.784 4.210 -1.27
C -0.562 -1.544 3.461 0.85
O 0.413 -1.041 2.670 -0.29
C 0.434 0.361 2.438 -0.40
C -0.582 0.735 1.357 1.04
O -1.386 1.614 1.603 -0.64
O -0.524 0.016 0.251 0.51
H 0.074 -4.803 2.679 0.44
H 1.324 -3.543 2.804 0.17
H 0.120 -3.448 1.533 0.19
H -1.622 -4.629 4.343 0.42
H -3.074 -0.816 5.625 0.48
H -1.449 0.298 4.146 0.14
H 1.429 0.607 2.074 -0.28
H 0.233 0.926 3.341 0.42
C 5.307 -1.378 -0.479 -1.29
Ge 3.870 -0.790 0.721 0.71
C 4.261 1.060 1.263 -1.11
C 3.992 -1.843 2.378 -1.25
C 2.206 -1.177 -0.217 0.36
H 6.296 -1.314 -0.010 0.43
H 5.311 -0.768 -1.389 0.28
H 5.132 -2.415 -0.784 0.34
H 5.160 1.439 0.766 0.38
H 4.427 1.099 2.345 0.53
H 3.423 1.718 1.031 0.07
H 4.879 -1.552 2.953 0.40
H 4.057 -2.915 2.159 0.31
H 3.102 -1.667 2.993 0.22
H 1.564 -1.747 0.465 -0.27
H 2.512 -1.857 -1.013 0.44
```



Computed, not measured: a molecular structure, C27H29InN7S4, with the ωB97M-V functional and the def2-TZVPD basis.

Values from the calculation:
* charge: -1
* E_HOMO: -4.9973 eV
* M: 694.7 g/mol
* Kohn-Sham gap: 0.27255 Ha
* energy above the lowest of the compared OMol25 structures with the same formula, charge and spin: 0.000 eV
* electronic energy: -3212.6391 Ha

Structure (XYZ):
```
68
Properties=species:S:1:pos:R:3:mulliken_charge:R:1
In 0.724 -0.164 1.032 1.10
S 0.201 0.355 3.876 -0.44
C -1.123 1.086 3.101 0.33
N -1.318 1.081 1.800 0.25
C -2.423 1.834 1.434 -0.93
C -2.825 2.109 0.127 0.31
C -3.950 2.887 -0.080 -1.07
C -4.677 3.405 0.993 -0.48
C -4.273 3.163 2.295 -0.49
C -3.143 2.385 2.506 0.72
S -2.356 1.962 3.995 -0.35
H -2.250 1.719 -0.702 0.37
H -4.268 3.102 -1.093 0.40
H -5.555 4.011 0.808 0.37
H -4.821 3.580 3.130 0.37
C 3.309 -1.484 2.839 -1.03
N 3.151 -0.386 1.896 0.48
C 4.026 -0.561 0.745 -1.23
C 3.383 0.917 2.514 -1.42
C 2.782 2.037 1.695 0.72
C 3.345 3.308 1.739 -0.87
C 2.743 4.366 1.074 -0.63
C 1.570 4.148 0.361 -0.98
C 1.023 2.872 0.310 -0.79
C 1.620 1.798 0.965 0.87
H 4.335 -1.536 3.235 0.36
H 3.076 -2.422 2.334 0.27
H 2.614 -1.355 3.667 0.26
H 5.085 -0.509 1.044 0.33
H 3.836 0.228 0.015 0.27
H 3.840 -1.527 0.281 0.48
H 4.460 1.090 2.675 0.37
H 2.900 0.912 3.492 0.39
H 4.258 3.471 2.304 0.39
H 3.184 5.355 1.114 0.36
H 1.085 4.969 -0.154 0.44
H 0.106 2.710 -0.249 0.38
S -0.602 -2.233 1.668 -0.37
C 0.222 -3.108 0.422 1.22
S 1.590 -2.348 -0.291 -0.67
C -0.182 -4.378 0.032 0.24
C 0.456 -5.061 -1.042 -0.14
N 0.954 -5.636 -1.911 -0.65
C -1.304 -5.026 0.623 -0.11
N -2.216 -5.545 1.102 -0.63
C -3.048 -2.510 -2.636 -0.76
C -2.902 -2.244 -1.154 -0.24
N -2.116 -1.033 -0.967 0.24
C -1.012 -0.738 -1.715 -0.57
N -0.162 0.131 -1.234 0.67
C 0.983 0.506 -2.055 -0.67
C 0.720 0.351 -3.539 -0.93
C 0.230 -1.061 -3.780 -0.67
N -0.945 -1.303 -2.959 0.16
C -1.665 -2.536 -3.254 -0.50
H -3.644 -1.722 -3.102 0.32
H -3.547 -3.465 -2.801 0.41
H -2.428 -3.098 -0.666 -0.04
H -3.870 -2.092 -0.675 0.42
H -2.007 -0.760 0.000 0.00
H 1.840 -0.126 -1.790 0.20
H 1.263 1.532 -1.809 0.26
H 1.630 0.540 -4.111 0.39
H -0.041 1.065 -3.868 0.30
H 1.017 -1.790 -3.550 0.29
H -0.067 -1.207 -4.822 0.39
H -1.096 -3.403 -2.891 0.12
H -1.728 -2.619 -4.341 0.41
```



Computed, not measured: a molecular structure, C42H37BrFeN3O7PS2, with the ωB97M-V functional and the def2-TZVPD basis.

Values from the calculation:
* charge: +1
* E_HOMO (alpha / beta): -11.1505 / -11.3057 eV
* M: 926.6 g/mol
* Kohn-Sham gap (alpha / beta): 0.28127 / 0.25243 Ha
* energy above the lowest of the compared OMol25 structures with the same formula, charge and spin: 0.000 eV
* electronic energy: -7288.9471 Ha
* expectation value of S²: 8.760
* multiplicity: 6

Structure (XYZ):
```
94
Properties=species:S:1:pos:R:3:mulliken_charge:R:1
Fe -0.506 -0.775 0.425 4.51
O -0.437 0.538 4.187 -0.71
S -0.129 -0.418 3.171 0.93
O 0.901 -0.011 2.196 -0.26
O -1.313 -0.744 2.292 -0.78
C 0.531 -1.839 4.021 -0.05
C 1.001 -1.570 5.298 -0.97
C 1.667 -2.556 6.015 -0.65
C 1.873 -3.804 5.459 -0.68
C 1.400 -4.081 4.182 -0.56
C 0.726 -3.108 3.469 -0.24
S 0.070 -3.554 1.891 1.57
O 0.731 -4.748 1.442 -0.76
O -1.359 -3.603 2.051 -0.68
O 0.502 -2.388 1.018 -1.00
H 0.847 -0.590 5.724 0.55
H 2.026 -2.337 7.012 0.41
H 2.399 -4.569 6.014 0.42
H 1.540 -5.052 3.728 0.57
Br -5.112 5.390 -1.570 -0.11
C -4.291 3.736 -1.184 -0.06
C -4.453 3.171 0.072 -0.73
C -3.833 1.967 0.363 0.00
C -3.048 1.347 -0.599 -0.79
C -2.889 1.917 -1.852 -0.39
C -3.519 3.114 -2.152 -0.88
N -2.496 0.039 -0.371 0.11
C -3.365 -0.873 -0.196 -0.09
C -2.958 -2.270 -0.236 0.39
C -3.866 -3.287 -0.033 -1.03
C -3.459 -4.593 -0.264 -0.71
C -2.166 -4.805 -0.693 -1.13
C -1.310 -3.721 -0.824 -0.44
N -1.683 -2.461 -0.617 0.31
H -5.054 3.669 0.819 0.47
H -3.933 1.530 1.349 0.51
H -2.306 1.406 -2.608 0.58
H -3.408 3.560 -3.130 0.48
H -4.431 -0.653 -0.154 0.57
H -4.869 -3.054 0.298 0.55
H -4.139 -5.419 -0.111 0.46
H -1.790 -5.797 -0.896 0.51
H -0.283 -3.880 -1.115 0.67
C 0.365 -2.423 -3.449 -1.17
C 1.806 -2.084 -3.074 1.02
C 2.728 -3.056 -3.813 -1.72
C 1.990 -2.133 -1.541 0.65
C 3.420 -2.394 -1.045 -0.67
O 3.740 -1.246 -0.238 -0.49
C 2.682 -0.433 -0.255 0.06
N 1.637 -0.833 -0.890 0.51
C 2.954 0.877 0.392 -0.05
C 4.262 1.144 0.784 -0.70
C 4.596 2.358 1.367 -0.81
C 3.622 3.318 1.571 -0.87
C 2.311 3.066 1.187 -1.05
C 1.975 1.859 0.593 1.24
P 0.313 1.589 -0.042 0.87
C 0.501 1.991 -1.805 1.21
C 1.147 3.165 -2.196 -0.24
C 1.289 3.469 -3.541 -0.87
C 0.805 2.597 -4.507 -0.81
C 0.183 1.417 -4.126 -0.38
C 0.035 1.120 -2.780 -0.85
C -0.690 2.935 0.669 1.71
C -0.955 2.892 2.038 -0.46
C -1.597 3.948 2.665 -0.79
C -1.965 5.070 1.938 -0.85
C -1.700 5.124 0.577 -0.78
C -1.076 4.061 -0.058 -1.24
H 0.145 -2.147 -4.481 0.39
H -0.360 -1.927 -2.803 -0.14
H 0.204 -3.500 -3.355 0.43
H 2.033 -1.064 -3.400 -0.03
H 2.641 -4.066 -3.402 0.37
H 3.776 -2.763 -3.782 0.47
H 2.442 -3.107 -4.865 0.43
H 1.336 -2.902 -1.132 -0.75
H 4.165 -2.439 -1.833 0.28
H 3.496 -3.284 -0.424 0.31
H 5.021 0.391 0.635 0.59
H 5.619 2.546 1.663 0.45
H 3.872 4.267 2.024 0.46
H 1.553 3.817 1.364 0.53
H 1.557 3.837 -1.452 0.57
H 1.784 4.385 -3.834 0.46
H 0.922 2.834 -5.556 0.46
H -0.183 0.727 -4.876 0.54
H -0.458 0.206 -2.486 -0.14
H -0.637 2.058 2.643 0.16
H -1.793 3.892 3.728 0.51
H -2.455 5.901 2.428 0.40
H -1.979 5.998 0.003 0.50
H -0.891 4.121 -1.120 0.40
```



Computed, not measured: a molecular structure, C15H11BaBrN2O2S3Sb in a non-equilibrium geometry, with the ωB97M-V functional and the def2-TZVPD basis.

Values from the calculation:
* charge: -2
* E_HOMO (alpha / beta): -1.6591 / -2.5171 eV
* M: 686.5 g/mol
* Kohn-Sham gap (alpha / beta): 0.21437 / 0.23324 Ha
* energy above the lowest of the compared OMol25 structures with the same formula, charge and spin: 0.105 eV
* electronic energy: -4872.8418 Ha
* expectation value of S²: 0.762
* multiplicity: 2

Structure (XYZ):
```
36
Properties=species:S:1:pos:R:3:mulliken_charge:R:1
Ba -0.539 1.380 1.503 1.62
S 4.409 -0.790 2.745 -0.71
Sb 2.254 -0.296 2.162 0.63
S 2.097 1.168 0.334 -0.85
S 1.015 0.705 3.889 -0.85
O -2.861 0.269 1.822 -0.90
C -3.366 0.122 0.702 0.38
N -4.730 -0.117 0.531 -0.18
C -5.030 0.026 -0.882 2.56
C -3.576 0.092 -1.475 0.09
O -3.400 0.112 -2.681 -0.72
N -2.674 0.157 -0.468 -0.46
C -5.751 -1.190 -1.456 -1.09
C -6.139 -1.219 -2.796 -0.01
C -6.759 -2.341 -3.327 -0.83
C -7.003 -3.456 -2.529 -0.33
C -6.612 -3.436 -1.199 -0.80
C -5.986 -2.309 -0.669 -0.28
C -5.760 1.348 -1.126 -0.11
C -5.046 2.544 -1.149 -0.33
C -5.712 3.760 -1.239 -0.81
C -7.101 3.799 -1.318 -0.32
C -7.822 2.609 -1.293 -0.78
C -7.151 1.395 -1.192 -0.25
H -5.336 0.304 1.218 0.31
H -5.928 -0.358 -3.419 0.44
H -7.044 -2.350 -4.373 0.35
H -7.487 -4.333 -2.944 0.37
H -6.783 -4.301 -0.569 0.38
H -5.658 -2.294 0.363 0.44
H -3.965 2.536 -1.042 0.41
H -5.133 4.677 -1.221 0.39
H -7.618 4.750 -1.388 0.37
H -8.906 2.624 -1.343 0.36
H -7.714 0.468 -1.174 0.38
Br -2.420 3.672 1.178 -0.89
```



Computed, not measured: 4 unconnected molecules or ions with the total composition C4H15NO3 in a non-equilibrium geometry, with the ωB97M-V functional and the def2-TZVPD basis.

Values from the calculation:
* charge: 0
* E_HOMO: -8.7392 eV
* M: 125.2 g/mol
* Kohn-Sham gap: 0.33945 Ha
* SMILES string: C1CCNC1.O.O.O
* energy above the lowest of the compared OMol25 structures with the same formula, charge and spin: 2.877 eV
* electronic energy: -441.7762 Ha

Structure (XYZ):
```
23
Properties=species:S:1:pos:R:3:mulliken_charge:R:1
N 0.591 -0.312 -0.269 -0.29
C 0.885 1.005 0.464 -0.73
C 0.229 0.995 1.855 -0.46
C -0.574 -0.376 1.884 -0.53
C -0.495 -0.883 0.417 -0.70
H 1.439 -0.922 -0.319 0.37
H 1.974 1.128 0.500 0.43
H 0.440 1.802 -0.126 0.23
H 0.864 1.035 2.768 0.34
H -0.608 1.650 2.111 0.24
H -0.017 -0.968 2.694 0.24
H -1.558 -0.443 2.595 0.34
H -0.646 -1.921 0.442 0.46
H -1.403 -0.611 -0.099 0.20
H -0.799 0.676 -3.536 0.28
H -0.785 0.064 -2.152 0.33
O -0.460 0.835 -2.751 -0.65
H 2.524 -3.333 -0.237 0.28
H 2.238 -2.584 -1.565 0.25
O 2.309 -2.531 -0.692 -0.60
H -2.012 1.827 -2.178 0.40
H -1.770 1.808 -0.583 0.25
O -2.365 2.061 -1.223 -0.69
```



Computed, not measured: a molecular structure, C6H5N3 in a non-equilibrium geometry, with the ωB97M-V functional and the def2-TZVPD basis.

Values from the calculation:
* charge: 0
* E_HOMO: -9.7589 eV
* M: 119.1 g/mol
* Kohn-Sham gap: 0.36343 Ha
* energy above the lowest of the compared OMol25 structures with the same formula, charge and spin: 3.721 eV
* electronic energy: -395.7720 Ha

Structure (XYZ):
```
14
Properties=species:S:1:pos:R:3:mulliken_charge:R:1
C -1.997 1.119 1.621 0.03
C 0.253 0.912 -1.919 -0.74
C 1.017 -0.251 -1.708 -0.18
C -0.625 0.942 -0.870 -0.14
C -0.919 -1.548 1.839 -0.81
C -0.960 -0.488 1.075 0.67
N -2.587 2.036 1.940 -0.37
N 0.640 -0.880 -0.619 -0.97
N -0.364 -0.154 -0.104 0.66
H 0.332 1.619 -2.719 0.39
H 1.819 -0.635 -2.306 0.44
H -1.398 1.635 -0.614 0.39
H -0.345 -2.395 1.495 0.33
H -1.424 -1.630 2.782 0.31
```